C16H29BBrN2O12 | ωB97M-V/def2-TZVPD

Summary:
LUMO: 2.529 eV
HOMO-LUMO gap: 7.89 eV
total charge: -1
total energy: -4238.405084 Eh
HOMO: -5.36 eV
ΔE to the lowest compared entry with this formula, charge and spin: 0.0 kcal/mol

Each line ends with the natural charge from an NBO analysis.
Geometry (Å):
O (-0.52, 0.06, -5.86)  -0.50
H (1.45, -3.76, 1.54)  0.19
O (0.47, -2.25, 5.69)  -0.59
N (3.41, -4.04, 3.03)  0.38
H (-3.78, -0.11, -6.75)  0.21
H (1.41, -0.92, 3.69)  0.27
O (-1.29, 0.46, -3.77)  -0.65
Br (1.60, -0.45, -0.14)  -0.18
C (-1.02, 2.53, 1.24)  -0.26
C (-0.44, 0.55, -4.61)  0.98
H (-0.63, -4.32, 0.30)  0.18
C (2.81, 5.07, 0.43)  -0.07
H (-0.60, 1.63, 0.81)  0.22
H (-1.60, 2.26, 2.12)  0.21
H (3.57, 5.49, 1.09)  0.18
O (2.28, -3.32, 3.37)  -0.38
C (1.10, -3.58, 2.56)  -0.36
O (0.95, 3.34, -0.37)  -0.66
H (-1.86, -3.03, 3.58)  0.22
H (3.14, 6.50, -1.14)  0.21
H (-1.43, -1.38, 3.95)  0.26
O (3.20, -5.14, 2.65)  -0.34
C (-0.44, -2.78, 5.11)  0.82
H (3.25, 4.22, -0.09)  0.20
C (0.94, -0.89, 2.71)  -0.80
C (-2.87, 0.41, -6.43)  -0.64
H (1.57, 5.69, -1.22)  0.23
C (0.91, 3.75, 0.76)  0.99
C (-1.30, -3.66, 0.86)  -0.40
C (-1.76, -1.17, -0.69)  -0.72
H (-1.39, -0.19, -1.00)  0.25
H (0.28, -0.02, 2.70)  0.26
H (-2.02, -1.28, -5.38)  0.20
O (0.75, 1.13, -4.48)  -0.50
C (-1.44, -1.30, 0.79)  0.74
H (-2.84, -1.18, -0.85)  0.22
O (1.78, 4.61, 1.31)  -0.50
H (-1.59, -4.18, 1.77)  0.19
H (-2.19, -3.53, 0.23)  0.19
C (0.96, 1.75, -3.20)  -0.26
H (2.00, 2.07, -3.19)  0.20
H (0.80, 1.04, -2.39)  0.21
H (-1.66, 3.02, 0.51)  0.18
H (0.31, 2.61, -3.07)  0.19
O (0.01, 3.43, 1.68)  -0.50
H (-2.58, 1.12, -7.21)  0.21
O (-1.05, -3.90, 5.69)  -0.76
O (3.21, -0.50, 2.05)  -0.53
O (-1.87, -0.46, 1.58)  -0.66
C (2.31, 6.11, -0.55)  -0.64
H (-1.24, -1.92, -1.29)  0.22
H (1.85, 6.94, -0.01)  0.21
H (-1.53, -3.61, 6.48)  0.48
H (-3.10, 0.98, -5.53)  0.23
C (-1.76, -0.58, -6.17)  -0.07
B (0.07, -2.28, 2.54)  0.52
H (0.60, -4.49, 2.91)  0.18
C (-1.01, -2.38, 3.80)  -0.79
H (-1.55, -1.16, -7.07)  0.18
C (2.06, -0.63, 1.79)  0.63
N (-0.65, -2.38, 1.15)  -0.68